[1]
A cluster of 5 separate species, C22H31BrCl8FNO2 in total, computed with ωB97M-V with the def2-TZVPD basis set.

Computed properties:
Orbital gap: 0.3049 Ha
Multiplicity: 1
DFT total energy: -7417.35083 Eh
Molar mass: 724.0 g/mol
Strongest force on any atom: 4.62 eV/A
Charge: 0

Last column: Mulliken charge in e.
Geometry (Å):
C (5.417, -0.612, -0.095)  -0.839
C (4.470, 0.661, 0.219)  -0.114
C (3.917, 1.366, -1.124)  -0.353
Br (3.217, 0.002, -2.425)  -0.061
N (2.974, 2.491, -0.877)  0.246
C (1.814, 2.636, -1.772)  -0.258
O (1.719, 3.219, -2.870)  -0.583
C (0.667, 1.901, -0.946)  0.570
C (-0.645, 1.211, -1.372)  -0.701
C (-1.498, 0.563, -0.238)  -0.359
C (-1.019, 0.620, 1.261)  0.468
C (-1.877, -0.092, 2.439)  -0.509
C (-1.273, -1.607, 2.543)  0.856
C (-2.396, -2.720, 2.283)  -0.957
F (-0.287, -1.782, 1.470)  -0.342
C (0.316, 1.335, 1.685)  -0.485
C (1.135, 1.961, 0.539)  0.368
C (2.529, 2.732, 0.507)  -0.120
O (3.113, 3.414, 1.370)  -0.548
H (6.341, -0.562, 0.589)  0.314
H (5.785, -0.674, -1.172)  0.268
H (4.847, -1.558, 0.198)  0.141
H (3.625, 0.269, 0.902)  0.122
H (5.083, 1.462, 0.784)  0.320
H (4.844, 1.828, -1.637)  0.283
H (-0.911, 1.182, -2.480)  0.403
H (-2.450, 0.028, -0.553)  0.214
H (-1.656, 0.520, 3.388)  0.279
H (-2.996, -0.092, 2.206)  0.254
H (-0.681, -1.755, 3.512)  -0.083
H (-1.966, -3.722, 2.615)  0.377
H (-3.306, -2.482, 2.935)  0.282
H (-2.644, -2.673, 1.162)  0.066
H (0.683, 1.403, 2.758)  0.360
Cl (-4.936, -1.280, 0.631)  -0.167
C (-5.220, -2.689, -0.422)  -0.460
C (-6.530, -2.583, -1.177)  -0.533
Cl (-7.940, -2.729, -0.099)  -0.186
H (-5.185, -3.587, 0.197)  0.348
H (-4.388, -2.729, -1.128)  0.328
H (-6.603, -3.393, -1.905)  0.345
H (-6.610, -1.636, -1.712)  0.326
Cl (-3.527, 0.133, 5.021)  -0.139
C (-3.196, -0.903, 6.433)  -0.475
C (-1.857, -0.591, 7.074)  -0.482
Cl (-0.486, -1.060, 6.039)  -0.163
H (-3.254, -1.944, 6.110)  0.305
H (-3.999, -0.724, 7.151)  0.361
H (-1.755, -1.149, 8.006)  0.349
H (-1.760, 0.472, 7.301)  0.313
Cl (4.947, -3.517, -1.491)  -0.158
C (5.239, -3.558, -3.247)  -0.441
C (3.980, -3.869, -4.030)  -0.343
Cl (3.430, -5.545, -3.782)  -0.195
H (6.025, -4.291, -3.442)  0.407
H (5.617, -2.573, -3.528)  0.235
H (4.170, -3.754, -5.099)  0.333
H (3.162, -3.200, -3.756)  0.177
Cl (-2.062, 7.159, -5.562)  -0.195
C (-0.659, 6.536, -4.656)  -0.459
C (-0.646, 5.022, -4.591)  -0.126
Cl (-1.962, 4.381, -3.576)  -0.190
H (-0.676, 6.980, -3.659)  0.324
H (0.234, 6.892, -5.173)  0.307
H (0.291, 4.678, -4.148)  0.055
H (-0.736, 4.577, -5.584)  0.321


[2]
The ion C22H31Cl2N10 with charge +1, computed with ωB97M-V with the def2-TZVPD basis set.

Computed properties:
Orbital gap: 0.3173 Ha
Multiplicity: 1
DFT total energy: -2324.79596 Eh
Molar mass: 506.5 g/mol
Energy relative to the best compared isomer or geometry (same formula, charge and spin): 40.5 kJ/mol
Strongest force on any atom: 0.74 eV/A
Charge: +1

Last column: Mulliken charge in e.
Geometry (Å):
H (1.579, 2.335, -3.030)  0.178
N (1.284, 2.444, -2.066)  -0.814
C (0.219, 1.803, -1.749)  0.378
N (-0.334, 1.845, -0.499)  -0.108
C (0.041, 2.715, 0.416)  -0.350
N (-0.605, 2.620, 1.612)  -0.169
N (0.998, 3.629, 0.234)  -0.080
C (1.772, 4.284, 1.262)  -1.143
C (2.995, 3.435, 1.646)  -0.524
C (2.570, 2.065, 2.175)  0.834
C (3.685, 1.021, 2.233)  -1.165
C (4.369, 0.710, 0.895)  -1.097
C (3.466, 0.619, -0.337)  -0.479
N (2.379, -0.330, -0.180)  0.088
C (1.731, -0.950, -1.169)  0.371
N (2.163, -0.841, -2.439)  -0.252
N (0.725, -1.775, -0.977)  -0.474
C (-0.261, -1.767, -0.104)  0.190
N (-0.717, -0.673, 0.521)  0.263
N (-0.848, -2.964, 0.085)  -0.063
C (-2.040, -3.265, 0.771)  0.261
C (-2.339, -2.723, 2.018)  -0.115
C (-3.528, -3.047, 2.648)  -0.831
C (-4.415, -3.928, 2.046)  0.307
Cl (-5.896, -4.321, 2.830)  -0.201
C (-4.102, -4.507, 0.823)  -0.705
C (-2.920, -4.176, 0.193)  -0.546
N (-0.424, 0.958, -2.631)  -0.012
C (-1.545, 0.157, -2.437)  0.232
C (-1.645, -1.037, -3.153)  -0.376
C (-2.720, -1.884, -2.970)  -0.794
C (-3.716, -1.544, -2.066)  0.103
Cl (-5.056, -2.606, -1.813)  -0.158
C (-3.650, -0.343, -1.377)  -0.750
C (-2.577, 0.506, -1.568)  -0.236
H (-0.569, 3.412, 2.232)  0.227
H (-1.474, 2.115, 1.600)  0.230
H (1.423, 3.531, -0.701)  0.232
H (1.157, 4.471, 2.145)  0.346
H (2.102, 5.248, 0.868)  0.416
H (3.624, 3.324, 0.763)  0.282
H (3.572, 3.968, 2.401)  0.467
H (2.160, 2.184, 3.180)  0.468
H (1.769, 1.676, 1.546)  -0.698
H (3.260, 0.102, 2.646)  0.416
H (4.457, 1.351, 2.930)  0.378
H (4.911, -0.231, 1.007)  0.396
H (5.108, 1.482, 0.680)  0.460
H (4.097, 0.301, -1.171)  0.524
H (3.044, 1.597, -0.593)  0.210
H (1.975, -0.395, 0.743)  0.192
H (3.076, -0.473, -2.645)  0.141
H (1.758, -1.483, -3.100)  0.301
H (-0.522, 0.271, 0.123)  -0.649
H (-1.643, -0.759, 0.918)  0.522
H (-0.487, -3.696, -0.512)  0.323
H (-1.631, -2.086, 2.525)  0.573
H (-3.760, -2.627, 3.614)  0.438
H (-4.784, -5.208, 0.369)  0.487
H (-2.678, -4.621, -0.761)  0.333
H (0.069, 0.803, -3.500)  0.354
H (-0.877, -1.301, -3.865)  0.385
H (-2.791, -2.802, -3.530)  0.474
H (-4.448, -0.067, -0.705)  0.503
H (-2.535, 1.450, -1.052)  0.506


[3]
A structure of composition C22H31Cl3N3O3Pt, computed with ωB97M-V with the def2-TZVPD basis set.

Computed properties:
Orbital gap (spin up / spin down): 0.1257 / 0.1709 Ha
Multiplicity: 3
DFT total energy: -2746.68803 Eh
⟨S²⟩: 2.02
Molar mass: 686.9 g/mol
Strongest force on any atom: 6.38 eV/A
Charge: -1

Last column: Mulliken spin population.
Geometry (Å):
O (-1.028, 0.812, 2.410)  0.072
C (-1.988, 0.323, 1.840)  0.087
C (-2.694, -0.874, 2.377)  -0.041
C (-1.972, -1.999, 2.779)  -0.012
H (-0.938, -2.116, 2.455)  0.020
C (-2.557, -2.979, 3.582)  -0.003
H (-1.955, -3.828, 3.933)  0.000
C (-3.893, -2.834, 4.005)  -0.002
H (-4.349, -3.573, 4.682)  0.000
C (-4.626, -1.721, 3.566)  0.004
H (-5.656, -1.567, 3.910)  0.000
C (-4.039, -0.757, 2.728)  0.018
H (-4.596, 0.112, 2.374)  -0.002
H (-2.736, 0.930, 1.220)  0.002
C (-2.426, 0.970, -1.009)  0.001
C (-1.622, -0.181, -0.448)  0.117
H (-3.487, 0.891, -0.805)  0.003
H (-2.308, 0.999, -2.077)  0.002
H (-2.178, 1.920, -0.588)  0.000
C (-2.322, -1.391, -0.578)  0.223
C (-3.292, -1.717, -1.659)  -0.024
H (-1.995, -2.203, 0.052)  0.011
H (-4.269, -1.906, -1.186)  0.011
H (-2.925, -2.607, -2.177)  0.007
H (-3.469, -0.931, -2.399)  0.003
Pt (0.202, -0.456, -0.805)  0.926
Cl (0.267, -2.720, -0.008)  0.181
Cl (-0.408, -0.588, -3.103)  0.117
C (2.358, -1.852, -2.172)  0.023
O (2.170, -0.758, -1.541)  0.052
N (3.211, -1.894, -3.173)  0.004
C (4.089, -0.771, -3.494)  0.002
C (3.312, -3.107, -3.963)  0.002
H (1.793, -2.755, -1.937)  0.001
H (3.896, 0.082, -2.829)  0.001
H (3.935, -0.486, -4.541)  0.000
H (5.135, -1.099, -3.421)  -0.002
H (2.586, -3.823, -3.568)  0.000
H (4.319, -3.531, -3.910)  0.000
H (3.107, -2.910, -5.016)  0.000
H (1.539, 4.455, -2.159)  0.000
H (1.124, 5.632, 0.374)  0.000
C (0.465, 4.267, -1.932)  0.003
C (0.196, 5.056, 0.415)  0.002
N (0.274, 3.937, -0.510)  0.003
H (0.091, 3.464, -2.605)  0.000
C (0.235, 2.666, -0.135)  0.006
O (0.375, 1.766, -1.036)  0.073
H (0.048, 4.647, 1.406)  0.000
H (0.122, 2.496, 0.950)  -0.004
H (-0.066, 5.213, -2.152)  0.000
H (-0.637, 5.705, 0.136)  0.000
Cl (2.115, -0.763, 4.671)  0.003
C (2.406, -0.211, 3.058)  0.005
C (3.461, 0.675, 2.798)  -0.004
C (3.632, 1.136, 1.474)  0.013
C (2.632, 0.813, 0.539)  -0.008
N (1.602, -0.032, 0.792)  0.092
C (1.564, -0.596, 2.011)  0.002
H (4.159, 0.954, 3.579)  -0.001
H (4.476, 1.774, 1.138)  0.000
H (2.686, 1.229, -0.472)  0.003
H (0.847, -1.384, 2.153)  0.007


Among the records above, which one has the lowest molar mass? C22H31Cl2N10


Which of these has the lowest charge? C22H31Cl3N3O3Pt


Among the records above, which one has the highest strongest force on any atom? C22H31Cl3N3O3Pt